The following is a DFT calculation (wB97M-V/def2-TZVPD) of an isolated molecule of C5H7NO at a distorted geometry.

Computed properties:
LUMO level = 0.03 eV
SMILES = [H]/N=C(/C=C)C(C)=O
Kohn-Sham gap = 9.48 eV
ΔE to the lowest compared entry with this formula, charge and spin = 3.061 eV

Structure (ORCA input):
```
! wB97M-V def2-TZVPD RIJCOSX def2/J DEFGRID3
* xyz 0 1
C -1.3716 0.9151 -1.0986
C -1.1364 0.2782 0.2579
C 0.0204 -0.7566 0.2330
C 1.1327 0.0664 0.6737
C 2.4339 -0.1567 0.7018
N -0.0913 -2.0318 0.1975
O -2.0403 0.1193 1.0840
H -1.0827 -2.2728 0.0706
H 0.4808 1.1433 0.7188
H -0.4755 1.4529 -1.4157
H -2.1978 1.6248 -1.0187
H -1.6328 0.1441 -1.8264
H 2.8164 -1.1482 0.4638
H 3.1441 0.6222 0.9582
*
```

Results of the natural (NBO) charge analysis, in e, for atoms 1 through 2: atom 1 (C): -0.717, atom 2 (C): 0.502